1.
Computed, not measured: a structure of composition C50H42As2Cl2GeIrN, with ωB97M-V with the def2-TZVPD basis set.

The geometry in XYZ format:
```
99
Properties=species:S:1:pos:R:3:forces:R:3:lowdin_charge:R:1
Ir 0.115376 0.136091 -0.317990 0.4 -0.3 -0.1 0.72
As 0.999153 1.775825 1.195025 -0.1 0.2 0.1 1.19
As -1.877832 1.459736 0.089629 0.1 -0.2 0.1 1.15
Ge 0.024683 -2.261487 0.524945 -0.2 -0.1 0.0 0.97
Cl -1.783987 -0.933354 -2.834102 -0.2 -0.1 -0.1 0.80
Cl 3.618715 -0.864573 -2.916386 0.0 0.0 0.0 0.78
N 0.959665 -0.607298 -1.691054 -0.7 0.0 -0.2 -0.17
C 2.236203 1.200955 2.527704 0.1 0.0 0.0 -0.38
C -1.585580 3.056571 -0.935173 0.0 0.0 0.0 -0.39
C 1.149895 -4.772771 -2.602038 0.0 0.0 0.0 -0.07
C -2.283696 4.212685 -0.593780 0.0 0.0 0.0 -0.09
C -0.429713 2.761130 2.120820 0.1 0.0 0.1 -0.36
C -3.683645 0.940965 -0.247793 0.0 0.0 0.0 -0.38
C 2.578996 5.219984 -0.539864 0.0 0.0 0.0 -0.05
C -4.519412 0.596032 0.807506 0.0 0.0 0.0 -0.11
C -0.321346 -1.874251 -4.866876 0.0 0.0 0.0 -0.07
C 1.762961 0.512141 3.640589 0.0 0.0 0.0 -0.11
C 2.964026 -3.732417 3.103591 0.0 0.0 0.0 -0.06
C 1.922190 2.981794 0.025663 0.0 0.2 0.2 -0.40
C -2.041071 5.388215 -1.286144 0.0 0.0 0.0 -0.05
C -5.856151 0.323368 0.554353 0.0 0.0 0.0 -0.06
C -1.499422 -2.089302 1.710874 0.0 0.0 0.0 -0.31
C 2.615989 2.488402 -1.075286 0.0 0.0 0.1 -0.13
C -0.426298 4.252221 -2.667094 0.0 0.0 0.0 -0.06
C -0.311038 -1.304215 -3.615321 -0.1 0.0 0.0 -0.57
C 4.479388 1.041890 3.352313 0.0 0.0 0.0 -0.06
C -2.343100 -1.982081 3.978512 0.0 0.0 0.0 -0.06
C -1.282070 -1.941060 3.085189 0.1 0.0 0.0 -0.12
C 3.591926 1.467935 2.374681 -0.1 0.0 0.0 -0.09
C 2.126487 -1.239560 -3.672172 0.1 0.0 -0.1 -0.58
C -3.632548 -2.192262 3.509417 0.0 0.0 0.0 -0.06
C -5.505987 0.729405 -1.794021 0.0 0.0 0.0 -0.05
C 4.014205 0.346650 4.458150 0.0 0.0 0.0 -0.05
C 1.907489 4.344352 0.303232 0.1 0.0 -0.1 -0.09
C 2.657904 0.081584 4.605735 0.0 0.0 0.0 -0.05
C 2.872771 -1.853520 1.057592 0.0 0.0 0.1 -0.14
C -1.238706 -5.000587 -2.478447 0.0 0.0 0.0 -0.07
C 3.292230 3.368735 -1.903616 0.0 0.0 -0.1 -0.06
C 4.079988 -2.157397 1.670228 0.0 0.0 0.0 -0.07
C -1.108707 5.407529 -2.316968 0.0 0.0 0.0 -0.05
C -4.174375 1.022497 -1.548946 0.0 0.0 0.0 -0.14
C -0.664650 3.072104 -1.976905 0.0 0.0 0.0 -0.13
C 4.125532 -3.097612 2.689874 0.0 0.0 0.0 -0.06
C 2.111989 -1.803490 -4.927387 0.0 0.0 0.1 -0.07
C 1.113481 -3.876512 -1.544998 0.0 0.0 0.0 -0.12
C 1.755110 -3.435515 2.489400 0.0 0.0 0.0 -0.10
C 0.889234 -2.123300 -5.506150 0.0 0.0 0.0 0.00
C -1.273788 -4.101623 -1.421076 0.0 0.0 0.0 -0.11
C -3.865138 -2.316068 2.146347 0.0 0.0 0.0 -0.08
C -0.030555 -5.331890 -3.073990 0.0 0.0 0.0 -0.06
C -1.770677 2.062790 1.941718 -0.1 0.1 0.0 -0.38
C 3.267273 4.732779 -1.640925 0.0 0.0 0.0 -0.05
C -6.344480 0.381444 -0.742365 0.0 0.0 0.0 -0.05
C 0.918175 -0.992084 -2.964796 0.4 0.1 0.2 -0.44
C -0.099736 -3.518436 -0.948605 0.1 0.0 0.1 -0.31
C -2.810509 -2.241474 1.250444 0.0 0.0 0.0 -0.12
C 1.701320 -2.494180 1.460341 0.0 0.1 -0.1 -0.32
H 3.793465 5.417137 -2.292432 0.0 0.0 0.0 0.12
H -6.515812 0.065515 1.371691 0.0 0.0 0.0 0.12
H -2.605260 2.735870 2.144243 0.0 0.0 0.0 0.09
H -0.133955 2.167240 -2.257766 0.0 0.0 0.0 0.08
H 2.569742 6.280587 -0.328961 0.0 0.0 0.0 0.12
H 4.987966 -1.665477 1.347398 0.0 0.0 0.0 0.11
H 2.098901 -5.052096 -3.040773 0.0 0.0 0.0 0.11
H -7.387384 0.168750 -0.934555 0.0 0.0 0.0 0.12
H 0.877245 -2.572368 -6.490523 0.0 0.0 0.0 0.13
H -3.022985 4.200612 0.199986 0.0 0.0 0.0 0.11
H -5.896213 0.797030 -2.800256 0.0 0.0 0.0 0.12
H 0.860662 -3.958226 2.808952 0.0 0.0 0.0 0.11
H -2.156639 -5.457241 -2.824187 0.0 0.0 0.0 0.11
H -0.133184 2.840304 3.166120 -0.1 0.0 0.0 0.09
H -4.870712 -2.472600 1.779786 0.0 0.0 0.0 0.11
H 1.392411 4.736188 1.171693 0.0 0.0 0.0 0.11
H -0.465552 3.761024 1.689046 0.0 0.0 0.0 0.06
H 2.631775 1.425754 -1.285718 0.0 0.0 0.0 0.05
H -0.270769 -1.843403 3.463445 0.0 0.0 0.0 0.08
H 0.701991 0.319451 3.762789 0.0 0.0 0.0 0.09
H -0.006158 -6.043068 -3.889220 0.0 0.0 0.0 0.11
H -3.014524 -2.307903 0.189781 0.0 0.0 0.0 0.09
H 5.069597 -3.340838 3.159159 0.0 0.0 0.0 0.11
H -4.456275 -2.259365 4.207762 0.0 0.0 0.0 0.12
H -2.162050 -1.882521 5.040567 0.0 0.0 0.0 0.11
H 3.953134 2.012977 1.511497 0.0 0.0 0.0 0.10
H 3.841923 2.990804 -2.755256 0.0 0.0 0.0 0.11
H 0.291793 4.268063 -3.475992 0.0 0.0 0.0 0.12
H 2.301231 -0.454223 5.475086 0.0 0.0 0.0 0.12
H -4.144163 0.538277 1.822239 0.0 0.0 0.0 0.10
H 5.534547 1.256270 3.250579 0.0 0.0 0.0 0.12
H -3.532963 1.345158 -2.361010 0.0 0.0 0.0 0.09
H -1.258180 -2.115524 -5.346804 0.0 0.0 0.0 0.12
H -0.921087 6.327548 -2.853663 0.0 0.0 0.0 0.12
H -2.226582 -3.886711 -0.959154 0.0 0.0 0.0 0.09
H 2.848648 -1.118906 0.259442 0.0 0.0 0.0 0.06
H 2.046344 -3.468430 -1.168894 0.0 0.0 0.0 0.10
H 4.711109 0.012016 5.214638 0.0 0.0 0.0 0.12
H 3.000422 -4.469984 3.894191 0.0 0.0 0.0 0.11
H 3.039506 -1.998342 -5.445687 0.0 0.0 0.0 0.12
H -1.878088 1.185255 2.583514 0.0 0.0 0.0 0.07
H -2.582018 6.287906 -1.026360 0.0 0.0 0.0 0.12
```
Positions in Å, forces in eV/Å.

Calculated values
Frontier orbital gap (eV): 6.0
Total charge: +2

---

2.
Computed, not measured: a structure of composition C50H43Br2CsN5P2S2, with ωB97M-V with the def2-TZVPD basis set.

The geometry in XYZ format:
```
105
Properties=species:S:1:pos:R:3:forces:R:3:lowdin_charge:R:1
Cs -0.234884 -0.232258 1.726382 0.7 0.1 0.2 0.67
Br 2.209279 -0.283542 9.093427 0.0 0.0 0.0 0.74
Br -1.699405 5.943941 6.076118 0.0 0.0 0.0 0.73
S -2.510023 2.376049 1.016507 -0.1 0.0 0.0 0.56
S -3.423972 -0.742433 1.878626 -0.5 0.0 0.0 0.45
P -0.584375 -0.658379 -4.838379 0.0 0.0 0.0 1.04
P -1.068794 0.036988 -1.709643 -0.1 -0.1 -0.2 0.98
N 0.127217 -0.080507 4.943184 0.0 0.0 0.0 0.09
N 2.721412 -3.182430 2.009117 0.0 -0.1 0.0 0.00
N 2.461158 -1.972119 2.458917 -0.1 0.1 0.0 -0.04
N 0.757357 -2.973885 0.678132 0.0 0.1 -0.1 0.01
N 0.198290 2.423931 3.698045 0.0 0.0 0.0 0.10
C -2.654005 1.747895 -3.379009 0.0 0.0 0.0 -0.12
C -0.167470 -2.263257 -5.638673 0.0 0.0 0.0 -0.39
C 1.343997 -0.208621 7.411720 0.0 0.0 0.0 -0.68
C 0.351737 1.026172 5.646567 0.0 -0.1 0.0 -0.23
C 1.069531 0.140557 -4.935892 0.0 0.0 0.0 -0.40
C -0.161876 -4.679879 -5.761766 0.0 0.0 0.0 -0.09
C -4.999333 0.960826 -2.124559 0.0 0.0 0.0 -0.08
C -5.043586 1.881369 -3.159313 0.0 0.0 0.0 -0.09
C 1.550187 0.972946 -1.822233 0.0 0.0 0.0 -0.11
C 0.365921 -2.230763 -6.929833 0.0 0.0 0.0 -0.12
C 0.371548 -4.632460 -7.038802 0.0 0.0 0.0 -0.10
C 0.204159 1.343230 -1.834045 -0.1 0.1 0.1 -0.39
C -4.412178 0.624840 1.968726 0.0 -0.1 0.0 -0.85
C 4.511762 -2.123526 5.555134 0.0 0.0 0.0 -0.12
C -0.596843 3.341932 5.758613 0.0 0.0 0.0 -0.06
C 2.219533 3.273913 -1.641928 0.0 0.0 0.0 -0.09
C 0.884568 3.651163 -1.620143 0.0 0.0 0.0 -0.08
C -5.818336 0.426344 2.498270 0.0 0.0 0.0 -0.16
C 3.519762 1.474438 -5.031853 0.0 0.0 0.0 -0.10
C 2.309053 -4.774033 0.301513 0.0 0.0 0.0 -0.04
C -0.694665 4.646657 3.750281 0.0 0.0 0.0 -0.10
C 3.845776 0.135977 5.113788 0.0 0.0 0.0 -0.12
C -2.597425 0.818119 -2.340370 0.0 0.0 -0.1 -0.40
C -0.631829 -1.165712 -3.063163 0.0 0.1 0.0 -0.53
C 1.124292 1.508294 -5.186147 0.0 0.0 0.0 -0.11
C -3.780339 0.438831 -1.711541 0.0 0.0 0.0 -0.12
C 0.518116 -1.240193 5.455627 0.0 0.0 0.0 -0.12
C 1.134447 -1.366897 6.693131 0.0 0.0 0.0 -0.10
C -4.040075 1.925629 1.569219 0.1 0.1 0.0 -0.83
C -0.035045 2.315881 5.006313 0.0 0.0 0.0 -0.21
C 0.953758 1.013899 6.899913 0.0 0.0 0.0 -0.07
C 0.635368 -3.398700 -7.621899 0.0 0.0 0.0 -0.09
C -0.130390 3.559172 3.095901 0.0 0.0 0.0 -0.16
C -0.118574 2.694667 -1.706752 0.0 0.0 0.0 -0.12
C 3.870456 -2.550476 4.404290 0.0 0.0 0.0 -0.05
C 2.262624 -0.554837 -4.743532 0.0 0.0 0.0 -0.10
C 4.509038 -0.781757 5.925881 0.0 0.0 0.0 -0.14
C 3.479159 0.105904 -4.793489 0.0 0.0 0.0 -0.08
C 1.910466 -3.606455 1.002605 -0.1 0.1 0.0 -0.37
C -0.430599 -3.505400 -5.068115 0.0 0.0 0.0 -0.09
C 1.542010 -5.244591 -0.730778 0.0 0.0 0.0 -0.11
C 0.024560 -3.462920 -0.320480 0.0 -0.1 0.0 -0.21
C 0.356454 -4.576757 -1.069011 0.0 0.0 0.0 -0.11
C 3.193432 -0.278209 3.968383 0.0 0.0 0.0 -0.07
C 2.340891 2.176580 -5.225822 0.0 0.0 0.0 -0.09
C 3.186124 -1.632537 3.582650 0.0 0.0 0.0 -0.32
C -3.867176 2.278902 -3.784260 0.0 0.0 0.0 -0.09
C -0.922183 4.515034 5.103928 0.0 0.0 0.0 -0.67
C -5.088687 3.015952 1.650684 0.0 0.0 0.0 -0.16
C 2.549424 1.928295 -1.736423 0.0 0.0 0.0 -0.09
H 1.055168 -3.346986 -8.618900 0.0 0.0 0.0 0.10
H -5.921158 -0.578712 2.897321 0.0 0.0 0.0 0.05
H 1.824789 -0.075021 -1.873503 0.0 0.0 0.0 0.11
H -5.324129 3.257988 2.692176 0.0 0.0 0.0 0.07
H 4.398362 -0.445102 -4.637403 0.0 0.0 0.0 0.10
H 1.149406 1.931902 7.435660 0.0 0.0 0.0 0.11
H -5.991591 2.300287 -3.474592 0.0 0.0 0.0 0.10
H 0.616869 4.696778 -1.525502 0.0 0.0 0.0 0.10
H -5.908680 0.659232 -1.619318 0.0 0.0 0.0 0.10
H 0.203470 2.057657 -5.343534 0.0 0.0 0.0 0.09
H 3.835225 1.186673 5.383367 0.0 0.0 0.0 0.10
H 3.229674 -5.257161 0.599875 0.0 0.0 0.0 0.10
H -3.897029 3.004112 -4.588231 0.0 0.0 0.0 0.10
H 5.010246 -0.457478 6.829370 0.0 0.0 0.0 0.08
H 2.365145 3.244160 -5.403918 0.0 0.0 0.0 0.10
H -6.061501 1.147201 3.283452 0.0 0.0 0.0 0.07
H -1.430753 -1.908125 -2.967601 0.0 0.0 0.0 0.03
H -6.024406 2.713170 1.172563 0.0 0.0 0.0 0.07
H 2.238521 -1.621750 -4.551645 0.0 0.0 0.0 0.11
H -3.739192 -0.245762 -0.871344 0.0 0.0 0.0 0.06
H -0.285147 -4.922700 -1.868647 0.0 0.0 0.0 0.08
H 5.023000 -2.849475 6.178361 0.0 0.0 0.0 0.09
H 0.353220 -2.118942 4.841517 0.0 0.0 0.0 0.12
H -6.560648 0.557878 1.703834 0.0 0.0 0.0 0.07
H -1.740470 2.074244 -3.858619 0.0 0.0 0.0 0.08
H 1.847637 -6.128375 -1.279378 0.0 0.0 0.0 0.09
H 2.999489 4.021992 -1.571996 0.0 0.0 0.0 0.10
H 0.292769 -1.675707 -2.774113 0.0 0.0 0.0 0.04
H 2.666258 0.438915 3.348918 0.0 0.0 0.0 0.09
H -0.831948 -3.574989 -4.066123 0.0 0.0 0.0 0.08
H -1.156014 3.000024 -1.655726 0.0 0.0 0.0 0.08
H 0.052359 3.612531 2.028941 0.0 0.0 0.0 0.09
H 0.584838 -5.547587 -7.576308 0.0 0.0 0.0 0.10
H 4.470816 1.991462 -5.060677 0.0 0.0 0.0 0.10
H -0.364780 -5.634462 -5.292458 0.0 0.0 0.0 0.10
H 1.461356 -2.329208 7.057104 0.0 0.0 0.0 0.11
H -0.796350 3.215716 6.813057 0.0 0.0 0.0 0.11
H -0.901344 -2.925802 -0.523494 0.0 0.0 0.0 0.08
H -0.960119 5.543120 3.210424 0.0 0.0 0.0 0.11
H 3.586685 1.618154 -1.735934 0.0 0.0 0.0 0.11
H 3.869064 -3.592464 4.117292 0.0 0.0 0.0 0.09
H 0.582326 -1.274268 -7.393080 0.0 0.0 0.0 0.10
H -4.722256 3.916126 1.165063 0.0 0.0 0.0 0.05
```
Positions in Å, forces in eV/Å.

Calculated values
Frontier orbital gap (spin up / spin down) (eV): 6.0 / 4.8
Total charge: -1

---

Calculated ΔE to the lowest compared entry with this formula, charge and spin in order - 0.00 0.00 kcal/mol
Calculated E_tot in order - -260084.53497 -240881.74149 eV